A 15-piece molecular cluster, C53H82F9N3O39 overall. Source: the Open Molecules 2025 dataset; level of theory: wB97M-V/def2-TZVPD.

The highest occupied orbital energy comes out at -6.224 eV.

Last columns: bonded neighbours and bond lengths (Å).
Positions of all 186 atoms, in Å:
1 C 0.594 -1.189 1.202  N2 1.484, H8 1.089, H9 1.095, H10 1.083
2 N 0.139 0.204 0.967  C1 1.484, C3 1.510, C4 1.501, C5 1.502
3 C -1.362 0.230 1.129  N2 1.510, H11 1.088, H12 1.083, H13 1.085
4 C 0.844 1.020 2.011  N2 1.501, H14 1.089, H15 1.082, H16 1.086
5 C 0.608 0.614 -0.400  N2 1.502, C6 1.528, H17 1.098, H18 1.089
6 C -0.258 1.694 -1.047  C5 1.528, O7 1.410, H19 1.087, H20 1.102
7 O -0.406 2.862 -0.272  C6 1.410, H21 0.997
8 H 0.645 -1.399 2.270  C1 1.089
9 H 1.650 -1.242 0.916  C1 1.095
10 H 0.065 -1.904 0.584  C1 1.083
11 H -1.476 -0.130 2.150  C3 1.088
12 H -1.809 -0.459 0.423  C3 1.083
13 H -1.659 1.269 1.038  C3 1.085
14 H 0.800 2.072 1.732  C4 1.089
15 H 1.873 0.691 2.067  C4 1.082
16 H 0.244 0.886 2.906  C4 1.086
17 H 0.497 -0.262 -1.051  C5 1.098
18 H 1.675 0.830 -0.395  C5 1.089
19 H -1.206 1.271 -1.371  C6 1.087
20 H 0.345 2.016 -1.912  C6 1.102
21 H 0.533 3.184 -0.171  O7 0.997
22 C 1.517 2.383 -5.158  N23 1.522, H29 1.086, H30 1.084, H31 1.085
23 N 2.523 3.405 -4.648  C22 1.522, C24 1.478, C25 1.459, C26 1.483
24 C 1.896 4.740 -4.755  N23 1.478, H32 1.094, H33 1.087, H34 1.083
25 C 2.855 3.085 -3.264  N23 1.459, H35 1.089, H36 1.085, H37 1.095
26 C 3.649 3.368 -5.612  N23 1.483, C27 1.532, H38 1.097, H39 1.088
27 C 4.390 2.039 -5.787  C26 1.532, O28 1.392, H40 1.095, H41 1.095
28 O 4.623 1.295 -4.633  C27 1.392, H42 0.964
29 H 0.628 2.520 -4.549  C22 1.086
30 H 1.995 1.431 -4.958  C22 1.084
31 H 1.225 2.620 -6.176  C22 1.085
32 H 2.706 5.410 -4.454  C24 1.094
33 H 1.155 4.864 -3.969  C24 1.087
34 H 1.533 5.027 -5.735  C24 1.083
35 H 3.710 3.710 -3.014  C25 1.089
36 H 3.100 2.044 -3.079  C25 1.085
37 H 2.016 3.332 -2.605  C25 1.095
38 H 4.374 4.096 -5.227  C26 1.097
39 H 3.334 3.790 -6.564  C26 1.088
40 H 5.298 2.255 -6.360  C27 1.095
41 H 3.794 1.456 -6.498  C27 1.095
42 H 5.449 1.587 -4.230  O28 0.964
43 C 2.503 4.759 -0.203  O44 1.363, O45 1.309, O46 1.305
44 O 2.105 3.810 0.691  C43 1.363
45 O 1.609 5.086 -1.101  C43 1.309
46 O 3.618 5.407 -0.008  C43 1.305
47 C -4.808 -3.281 -1.851  C48 1.548, H58 1.088, H59 1.092, H60 1.089
48 C -4.799 -1.832 -1.307  C47 1.548, C49 1.517, N53 1.470, C57 1.542
49 C -6.039 -1.036 -1.667  C48 1.517, C50 1.527, H61 1.094, H62 1.096
50 C -7.282 -1.471 -0.895  C49 1.527, C51 1.526, H63 1.093, H64 1.090
51 C -6.992 -1.413 0.602  C50 1.526, C52 1.554, H65 1.090, H66 1.092
52 C -5.683 -2.102 1.077  C51 1.554, N53 1.457, C55 1.518, C56 1.538
53 N -4.614 -1.758 0.149  C48 1.470, C52 1.457, O54 1.442
54 O -3.361 -2.366 0.523  N53 1.442, H76 0.974
55 C -5.369 -1.536 2.451  C52 1.518, H67 1.090, H68 1.090, H69 1.098
56 C -5.988 -3.606 1.183  C52 1.538, H70 1.093, H71 1.101, H72 1.086
57 C -3.588 -1.158 -1.983  C48 1.542, H73 1.088, H74 1.090, H75 1.092
58 H -4.726 -3.224 -2.935  C47 1.088
59 H -5.719 -3.821 -1.584  C47 1.092
60 H -4.004 -3.836 -1.368  C47 1.089
61 H -5.869 0.018 -1.428  C49 1.094
62 H -6.171 -1.078 -2.754  C49 1.096
63 H -7.576 -2.476 -1.209  C50 1.093
64 H -8.059 -0.767 -1.191  C50 1.090
65 H -7.847 -1.883 1.087  C51 1.090
66 H -6.855 -0.374 0.910  C51 1.092
67 H -4.510 -2.023 2.912  C55 1.090
68 H -5.249 -0.454 2.527  C55 1.090
69 H -6.262 -1.719 3.063  C55 1.098
70 H -6.497 -3.964 0.285  C56 1.093
71 H -5.059 -4.196 1.178  C56 1.101
72 H -6.557 -3.904 2.059  C56 1.086
73 H -2.721 -1.783 -1.783  C57 1.088
74 H -3.482 -0.159 -1.559  C57 1.090
75 H -3.721 -1.123 -3.066  C57 1.092
76 H -3.532 -3.310 0.355  O54 0.974
77 C -1.187 1.965 5.766  C78 1.511, O82 1.469, H83 1.089, H84 1.086
78 C -1.540 2.580 4.431  C77 1.511, O79 1.439, H85 1.087, H86 1.093
79 O -1.567 1.435 3.560  C78 1.439, C80 1.356
80 C -1.882 0.346 4.303  O79 1.356, O81 1.182, O82 1.344
81 O -2.207 -0.691 3.840  C80 1.182
82 O -1.790 0.634 5.613  C77 1.469, C80 1.344
83 H -1.766 2.409 6.574  C77 1.089
84 H -0.142 1.848 6.037  C77 1.086
85 H -0.852 3.318 4.027  C78 1.087
86 H -2.504 3.095 4.432  C78 1.093
87 C 2.332 -5.509 6.372  C88 1.558, O92 1.426, H93 1.084, H94 1.080
88 C 1.385 -4.433 6.981  C87 1.558, O89 1.407, H95 1.092, H96 1.084
89 O 0.815 -3.793 5.866  C88 1.407, C90 1.363
90 C 1.599 -4.036 4.778  O89 1.363, O91 1.189, O92 1.345
91 O 1.537 -3.399 3.776  C90 1.189
92 O 2.535 -4.956 5.074  C87 1.426, C90 1.345
93 H 1.812 -6.460 6.328  C87 1.084
94 H 3.277 -5.458 6.893  C87 1.080
95 H 2.020 -3.713 7.502  C88 1.092
96 H 0.675 -4.879 7.667  C88 1.084
97 C -0.729 -4.563 -4.405  C98 1.554, O102 1.411, H104 1.094, H105 1.090
98 C -1.706 -4.113 -3.282  C97 1.554, O99 1.393, F103 1.364, H106 1.086
99 O -0.908 -3.253 -2.532  C98 1.393, C100 1.366
100 C 0.349 -3.119 -3.049  O99 1.366, O101 1.160, O102 1.343
101 O 1.118 -2.355 -2.636  C100 1.160
102 O 0.458 -3.836 -4.179  C97 1.411, C100 1.343
103 F -2.095 -5.202 -2.559  C98 1.364
104 H -1.166 -4.285 -5.368  C97 1.094
105 H -0.584 -5.644 -4.418  C97 1.090
106 H -2.547 -3.646 -3.785  C98 1.086
107 C 4.765 2.809 -0.271  C108 1.525, O112 1.461, H114 1.084, H115 1.097
108 C 6.076 2.226 0.245  C107 1.525, O109 1.410, F113 1.381, H116 1.089
109 O 5.606 1.221 1.116  C108 1.410, C110 1.361
110 C 4.468 0.728 0.554  O109 1.361, O111 1.155, O112 1.342
111 O 4.011 -0.324 0.693  C110 1.155
112 O 3.996 1.571 -0.377  C107 1.461, C110 1.342
113 F 6.641 3.252 0.977  C108 1.381
114 H 4.801 3.263 -1.255  C107 1.084
115 H 4.289 3.462 0.471  C107 1.097
116 H 6.782 1.894 -0.515  C108 1.089
117 C 0.335 -6.944 1.651  C118 1.539, O122 1.408, H124 1.096, H125 1.085
118 C -0.969 -7.167 0.865  C117 1.539, O119 1.405, F123 1.364, H126 1.086
119 O -1.298 -5.849 0.508  C118 1.405, C120 1.360
120 C -0.735 -4.966 1.376  O119 1.360, O121 1.138, O122 1.334
121 O -1.016 -3.870 1.503  C120 1.138
122 O 0.151 -5.629 2.120  C117 1.408, C120 1.334
123 F -1.950 -7.693 1.652  C118 1.364
124 H 1.153 -7.013 0.926  C117 1.096
125 H 0.568 -7.654 2.437  C117 1.085
126 H -0.872 -7.727 -0.061  C118 1.086
127 C 4.127 -1.716 3.404  C128 1.545, O132 1.429, H134 1.088, H135 1.081
128 C 4.430 -1.919 4.906  C127 1.545, O129 1.396, F133 1.401, H136 1.091
129 O 3.195 -1.655 5.502  C128 1.396, C130 1.354
130 C 2.441 -0.894 4.675  O129 1.354, O131 1.158, O132 1.337
131 O 1.482 -0.322 4.982  C130 1.158
132 O 2.916 -0.958 3.427  C127 1.429, C130 1.337
133 F 5.423 -1.017 5.310  C128 1.401
134 H 3.975 -2.708 2.984  C127 1.088
135 H 4.845 -1.098 2.883  C127 1.081
136 H 4.793 -2.912 5.177  C128 1.091
137 C 3.978 -4.124 -0.182  C138 1.550, O142 1.436, H144 1.091, H145 1.087
138 C 2.760 -3.301 -0.672  C137 1.550, O139 1.407, F143 1.358, H146 1.086
139 O 2.311 -4.067 -1.763  C138 1.407, C140 1.357
140 C 3.337 -4.812 -2.245  O139 1.357, O141 1.161, O142 1.335
141 O 3.399 -5.203 -3.337  C140 1.161
142 O 4.273 -4.967 -1.306  C137 1.436, C140 1.335
143 F 3.235 -2.105 -1.105  C138 1.358
144 H 3.768 -4.690 0.727  C137 1.091
145 H 4.873 -3.546 0.033  C137 1.087
146 H 1.983 -3.217 0.082  C138 1.086
147 C 3.673 4.310 3.439  C148 1.511, O152 1.479, H154 1.089, H155 1.088
148 C 3.295 2.854 3.297  C147 1.511, O149 1.413, F153 1.408, H156 1.095
149 O 2.227 2.662 4.202  C148 1.413, C150 1.351
150 C 2.238 3.672 5.100  O149 1.351, O151 1.173, O152 1.340
151 O 1.577 3.691 6.069  C150 1.173
152 O 3.096 4.643 4.760  C147 1.479, C150 1.340
153 F 4.342 1.942 3.527  C148 1.408
154 H 3.205 4.909 2.658  C147 1.089
155 H 4.748 4.404 3.581  C147 1.088
156 H 2.972 2.623 2.277  C148 1.095
157 C -0.152 6.216 1.046  C158 1.506, O162 1.423, H164 1.092, H165 1.089
158 C -0.334 5.167 2.111  C157 1.506, O159 1.403, F163 1.399, H166 1.089
159 O -1.734 5.140 2.193  C158 1.403, C160 1.364
160 C -2.201 6.386 1.889  O159 1.364, O161 1.159, O162 1.339
161 O -3.264 6.777 2.134  C160 1.159
162 O -1.233 7.105 1.308  C157 1.423, C160 1.339
163 F 0.178 5.644 3.323  C158 1.399
164 H -0.259 5.779 0.051  C157 1.092
165 H 0.851 6.632 0.969  C157 1.089
166 H 0.239 4.277 1.859  C158 1.089
167 C -1.872 5.305 -2.102  C168 1.547, O172 1.448, H174 1.087, H175 1.095
168 C -2.064 4.334 -3.291  C167 1.547, O169 1.418, F173 1.385, H176 1.090
169 O -3.058 3.419 -2.861  C168 1.418, C170 1.355
170 C -3.577 3.811 -1.673  O169 1.355, O171 1.191, O172 1.352
171 O -4.467 3.306 -1.062  C170 1.191
172 O -2.997 4.960 -1.258  C167 1.448, C170 1.352
173 F -0.908 3.587 -3.444  C168 1.385
174 H -1.876 6.369 -2.323  C167 1.087
175 H -0.998 5.082 -1.482  C167 1.095
176 H -2.361 4.803 -4.229  C168 1.090
177 C -2.989 0.104 -6.306  C178 1.525, O182 1.402, H184 1.098, H185 1.090
178 C -2.474 -1.330 -6.252  C177 1.525, O179 1.386, F183 1.409, H186 1.086
179 O -1.765 -1.407 -5.063  C178 1.386, C180 1.381
180 C -1.455 -0.135 -4.624  O179 1.381, O181 1.158, O182 1.342
181 O -0.812 0.197 -3.719  C180 1.158
182 O -2.152 0.734 -5.373  C177 1.402, C180 1.342
183 F -1.575 -1.415 -7.333  C178 1.409
184 H -4.045 0.302 -6.080  C177 1.098
185 H -2.972 0.533 -7.308  C177 1.090
186 H -3.132 -2.187 -6.368  C178 1.086

These are the Mulliken partial charges, in e, on atoms 1 to 8: 0.840, 1.198, 0.402, 0.693, 1.061, 0.029, 0.619, -0.063